The following is a DFT calculation (wB97M-V/def2-TZVPD) of one molecule with the formula C6H11N in a non-equilibrium geometry.

Calculated values
Total energy   -289.8733 a.u.
E_HOMO   -7.59 eV
Structure (SMILES)   C=CN(C)C(=C)C
Spin multiplicity   1
E_LUMO   1.004 eV
Orbital gap   8.5916 eV

CARTESIAN COORDINATES (ANGSTROEM)
C (-2.559, -0.292, 0.141)
C (-1.313, -0.815, 0.132)
N (-0.209, 0.083, -0.086)
C (-0.685, 1.477, -0.234)
C (1.138, -0.150, 0.124)
C (1.986, 0.891, 0.306)
C (1.555, -1.557, -0.298)
H (-3.370, -0.921, 0.406)
H (-2.847, 0.710, 0.017)
H (-1.005, -1.887, 0.466)
H (-1.058, 1.936, 0.805)
H (0.029, 2.195, -0.589)
H (-1.332, 1.402, -1.060)
H (1.828, 1.905, 0.346)
H (2.975, 0.598, 0.506)
H (1.161, -2.241, 0.495)
H (2.680, -1.503, -0.288)
H (1.025, -1.831, -1.190)



The following is a DFT calculation (wB97M-V/def2-TZVPD) of a 2-piece molecular cluster, C6H11N overall in a non-equilibrium geometry.

Calculated values
Total energy   -289.7992 a.u.
E_HOMO   -9.12 eV
Spin multiplicity   1
E_LUMO   -0.617 eV
Orbital gap   8.5064 eV

CARTESIAN COORDINATES (ANGSTROEM)
C (-0.345, 2.130, -0.362)
C (0.100, 0.779, -0.932)
C (0.049, -0.364, 0.100)
C (1.246, -2.458, -0.539)
C (-1.379, -0.631, 0.588)
C (0.970, -0.140, 1.218)
N (1.687, 0.046, 2.108)
H (-1.399, 2.125, -0.061)
H (-0.223, 2.909, -1.120)
H (0.256, 2.412, 0.510)
H (1.113, 0.863, -1.341)
H (-0.554, 0.490, -1.765)
H (2.230, -1.944, -0.503)
H (1.132, -2.844, 0.496)
H (0.343, -1.319, -0.505)
H (-1.441, -1.493, 1.259)
H (-1.752, 0.248, 1.125)
H (-2.032, -0.809, -0.275)



The following is a DFT calculation (wB97M-V/def2-TZVPD) of one molecule with the formula C6H11N in a non-equilibrium geometry.

Calculated values
Total energy   -289.9453 a.u.
E_HOMO   -11.06 eV
Structure (SMILES)   CCC[C@@H](C)C#N
Spin multiplicity   1
E_LUMO   0.931 eV
Orbital gap   11.9961 eV

CARTESIAN COORDINATES (ANGSTROEM)
C (-2.625, -0.077, -0.891)
C (-1.272, 0.326, -0.259)
C (0.081, -0.383, -0.611)
C (1.159, -0.368, 0.583)
C (2.660, -0.018, 0.334)
C (0.663, 0.558, 1.610)
N (0.163, 1.300, 2.342)
H (-3.416, 0.256, -0.203)
H (-2.838, 0.413, -1.847)
H (-2.773, -1.155, -1.023)
H (-1.151, 1.402, -0.434)
H (-1.418, 0.234, 0.816)
H (-0.119, -1.427, -0.888)
H (0.533, 0.088, -1.492)
H (1.179, -1.360, 1.056)
H (3.169, -0.732, -0.321)
H (2.807, 0.990, -0.067)
H (3.197, -0.046, 1.295)



The following is a DFT calculation (wB97M-V/def2-TZVPD) of a 2-piece molecular cluster, C6H11N overall.

Calculated values
Total energy   -289.8545 a.u.
E_HOMO   -8.84 eV
Structure (SMILES)   CC=C=N.C=CC
Spin multiplicity   1
E_LUMO   0.986 eV
Orbital gap   9.8214 eV

CARTESIAN COORDINATES (ANGSTROEM)
C (2.628, -0.018, 0.481)
C (1.282, -0.557, 0.909)
C (0.429, 0.181, 1.659)
N (-0.546, 0.853, 1.867)
H (2.993, -0.577, -0.388)
H (2.558, 1.038, 0.203)
H (3.379, -0.113, 1.273)
H (1.207, -1.636, 1.039)
H (-0.993, 0.846, 0.735)
C (-0.042, -0.252, -0.937)
C (-1.159, 0.535, -0.687)
C (-2.556, -0.061, -0.671)
H (-0.155, -1.329, -1.045)
H (0.836, 0.173, -1.415)
H (-1.095, 1.578, -1.005)
H (-3.198, 0.399, 0.089)
H (-3.047, 0.075, -1.642)
H (-2.518, -1.137, -0.467)



The following is a DFT calculation (wB97M-V/def2-TZVPD) of one molecule with the formula C6H11N in a non-equilibrium geometry.

Calculated values
Total energy   -289.8368 a.u.
E_HOMO   -7.90 eV
Structure (SMILES)   C=CNC/C=C/C
Spin multiplicity   1
E_LUMO   1.202 eV
Orbital gap   9.1069 eV

CARTESIAN COORDINATES (ANGSTROEM)
C (-2.108, -1.841, 1.839)
C (-1.515, -1.161, 0.903)
N (-0.259, -1.687, 0.394)
C (0.249, -1.137, -0.817)
C (0.287, 0.445, -0.700)
C (1.402, 1.221, -0.520)
C (1.467, 2.712, -0.800)
H (-1.691, -2.819, 2.100)
H (-3.101, -1.486, 2.203)
H (-1.787, -0.041, 0.748)
H (0.094, -2.316, 1.124)
H (-0.480, -1.243, -1.712)
H (1.207, -1.411, -0.903)
H (-0.664, 0.779, -1.176)
H (2.517, 0.706, -0.325)
H (1.845, 3.017, -1.773)
H (2.134, 3.258, -0.120)
H (0.402, 3.004, -0.466)



The following is a DFT calculation (wB97M-V/def2-TZVPD) of one molecule with the formula C6H11N in a non-equilibrium geometry.

Calculated values
Total energy   -289.8271 a.u.
E_HOMO   -7.69 eV
Structure (SMILES)   C=C/C(=C\N)CC
Spin multiplicity   1
E_LUMO   0.962 eV
Orbital gap   8.6517 eV

CARTESIAN COORDINATES (ANGSTROEM)
C (-1.958, -1.163, 0.728)
C (-0.810, -0.552, 1.025)
C (-0.001, -0.107, -0.202)
C (1.246, -0.747, -0.411)
N (2.332, -1.085, 0.463)
C (-0.523, 0.936, -1.033)
C (-0.434, 2.367, -0.475)
H (-2.581, -0.934, -0.194)
H (-2.311, -1.789, 1.527)
H (-0.501, -0.195, 2.055)
H (1.575, -0.804, -1.413)
H (2.067, -2.014, 0.984)
H (3.148, -1.170, -0.115)
H (-1.646, 0.740, -1.233)
H (0.153, 0.908, -1.845)
H (-0.891, 2.462, 0.497)
H (0.512, 2.758, -0.168)
H (-0.969, 3.231, -1.125)



The following is a DFT calculation (wB97M-V/def2-TZVPD) of one molecule with the formula C6H11N in a non-equilibrium geometry.

Calculated values
Total energy   -289.9616 a.u.
E_HOMO   -11.28 eV
Structure (SMILES)   CCC[C@@H](C)C#N
Spin multiplicity   1
E_LUMO   0.948 eV
Orbital gap   12.2235 eV

CARTESIAN COORDINATES (ANGSTROEM)
C (1.392, -1.305, -1.699)
C (0.028, -0.885, -1.160)
C (0.004, 0.482, -0.440)
C (-0.219, 0.418, 1.093)
C (-0.712, 1.752, 1.671)
C (-1.171, -0.661, 1.401)
N (-1.892, -1.552, 1.556)
H (1.365, -2.351, -2.023)
H (1.694, -0.697, -2.559)
H (2.171, -1.216, -0.932)
H (-0.697, -0.867, -1.981)
H (-0.334, -1.667, -0.484)
H (0.945, 1.022, -0.608)
H (-0.789, 1.114, -0.859)
H (0.724, 0.144, 1.584)
H (0.018, 2.543, 1.473)
H (-1.663, 2.040, 1.212)
H (-0.864, 1.686, 2.753)



The following is a DFT calculation (wB97M-V/def2-TZVPD) of one molecule with the formula C6H11N in a non-equilibrium geometry.

Calculated values
Total energy   -289.8769 a.u.
E_HOMO   -7.62 eV
Structure (SMILES)   C=CNC/C=C/C
Spin multiplicity   1
E_LUMO   1.107 eV
Orbital gap   8.7294 eV

CARTESIAN COORDINATES (ANGSTROEM)
C (2.947, -0.675, -0.309)
C (1.749, -0.017, -0.300)
N (1.391, 1.316, -0.204)
C (-0.035, 1.692, -0.001)
C (-0.856, 0.499, 0.468)
C (-1.877, -0.052, -0.187)
C (-2.337, -1.437, 0.159)
H (3.870, -0.219, -0.645)
H (2.993, -1.705, 0.024)
H (0.958, -0.705, -0.527)
H (2.054, 1.811, 0.369)
H (-0.035, 2.389, 0.828)
H (-0.462, 1.976, -0.950)
H (-0.658, 0.237, 1.507)
H (-2.397, 0.429, -1.014)
H (-3.395, -1.661, -0.090)
H (-1.710, -2.180, -0.350)
H (-2.202, -1.697, 1.223)



The following is a DFT calculation (wB97M-V/def2-TZVPD) of one molecule with the formula C6H11N in a non-equilibrium geometry.

Calculated values
Total energy   -289.8925 a.u.
E_HOMO   -7.93 eV
Structure (SMILES)   C=CNC/C=C/C
Spin multiplicity   1
E_LUMO   1.116 eV
Orbital gap   9.0489 eV

CARTESIAN COORDINATES (ANGSTROEM)
C (2.842, 0.513, 1.790)
C (1.916, 0.792, 0.852)
N (0.685, 0.208, 0.710)
C (-0.556, 0.952, 0.448)
C (-1.534, 0.107, -0.330)
C (-1.206, -0.593, -1.403)
C (-1.952, -1.744, -1.993)
H (2.509, -0.014, 2.682)
H (3.867, 0.338, 1.491)
H (2.079, 1.527, 0.060)
H (0.495, -0.585, 1.310)
H (-0.956, 1.273, 1.405)
H (-0.270, 1.838, -0.128)
H (-2.492, -0.063, 0.155)
H (-0.190, -0.518, -1.784)
H (-2.742, -2.113, -1.336)
H (-2.286, -1.595, -3.018)
H (-1.300, -2.620, -2.056)



The following is a DFT calculation (wB97M-V/def2-TZVPD) of one molecule with the formula C6H11N in a non-equilibrium geometry.

Calculated values
Total energy   -289.8548 a.u.
E_HOMO   -8.07 eV
Structure (SMILES)   C=CNC/C=C/C
Spin multiplicity   1
E_LUMO   1.095 eV
Orbital gap   9.1684 eV

CARTESIAN COORDINATES (ANGSTROEM)
C (-3.175, 0.512, 0.133)
C (-2.032, 0.003, -0.275)
N (-1.210, -0.881, 0.496)
C (-0.076, -1.572, -0.093)
C (1.193, -0.772, 0.211)
C (1.636, 0.338, -0.425)
C (2.651, 1.389, 0.009)
H (-3.835, 0.382, 1.038)
H (-3.431, 1.448, -0.368)
H (-1.610, 0.552, -1.008)
H (-1.602, -1.504, 1.253)
H (-0.058, -2.529, 0.347)
H (-0.058, -1.756, -1.136)
H (1.781, -1.252, 1.046)
H (1.046, 0.653, -1.166)
H (3.791, 1.020, -0.046)
H (2.620, 2.046, -0.913)
H (2.370, 1.921, 0.898)



The following is a DFT calculation (wB97M-V/def2-TZVPD) of one molecule with the formula C6H11N in a non-equilibrium geometry.

Calculated values
Total energy   -289.9103 a.u.
E_HOMO   -8.87 eV
Structure (SMILES)   C=NC(=C)CCC
Spin multiplicity   1
E_LUMO   1.145 eV
Orbital gap   10.0125 eV

CARTESIAN COORDINATES (ANGSTROEM)
C (-2.140, -0.887, -1.189)
N (-1.052, -0.984, -0.573)
C (-0.866, -0.212, 0.603)
C (-1.548, -0.502, 1.702)
C (0.242, 0.819, 0.534)
C (1.164, 0.796, -0.683)
C (2.432, -0.046, -0.438)
H (-2.367, -1.553, -2.025)
H (-3.004, -0.237, -0.996)
H (-2.312, -1.268, 1.739)
H (-1.416, -0.041, 2.678)
H (0.803, 0.761, 1.471)
H (-0.199, 1.811, 0.636)
H (1.434, 1.836, -0.885)
H (0.633, 0.502, -1.591)
H (3.236, 0.627, -0.158)
H (2.215, -0.705, 0.401)
H (2.746, -0.718, -1.226)



The following is a DFT calculation (wB97M-V/def2-TZVPD) of one molecule with the formula C6H11N in a non-equilibrium geometry.

Calculated values
Total energy   -289.7908 a.u.
E_HOMO   -7.18 eV
Structure (SMILES)   C=C/C=C/CNC
Spin multiplicity   1
E_LUMO   -0.408 eV
Orbital gap   6.7725 eV

CARTESIAN COORDINATES (ANGSTROEM)
C (2.017, -2.885, -1.520)
C (1.795, -1.553, -1.261)
C (0.521, -0.896, -0.894)
C (0.474, 0.127, -0.018)
C (-0.881, 0.795, 0.232)
N (-0.983, 1.518, 1.487)
C (-2.242, 2.247, 1.531)
H (2.317, -3.397, -2.434)
H (1.780, -3.489, -0.621)
H (2.686, -0.970, -0.941)
H (-0.467, -1.204, -1.218)
H (1.256, 0.552, 0.594)
H (-1.655, 0.026, 0.240)
H (-1.119, 1.431, -0.648)
H (-0.187, 2.113, 1.667)
H (-3.086, 1.627, 1.913)
H (-2.185, 3.164, 2.111)
H (-2.538, 2.575, 0.533)